{"formula": "C6H12O", "method": "ωB97M-V with the def2-TZVPD basis set", "symbols": ["C", "C", "C", "O", "C", "C", "C", "H", "H", "H", "H", "H", "H", "H", "H", "H", "H", "H", "H"], "positions_angstrom": [[1.64503, -0.50317, -1.67376], [0.81862, 0.42244, -0.79710], [-0.60771, 0.67424, -1.24125], [-1.32707, 0.98117, -0.16848], [-0.63367, 0.69488, 1.08819], [-1.55665, -0.11416, 1.97491], [0.65893, -0.00341, 0.66773], [1.58187, -0.20116, -2.72420], [1.28642, -1.53533, -1.59110], [2.69857, -0.48167, -1.37754], [1.27493, 1.42543, -0.82114], [-1.11514, -0.21588, -1.97078], [-0.98122, -1.03744, -1.52503], [-0.42680, 1.67239, 1.53959], [-2.47485, 0.43956, 2.19071], [-1.06145, -0.34771, 2.92362], [-1.82245, -1.05658, 1.48368], [0.54209, -1.09421, 0.71534], [1.50054, 0.28061, 1.30660]], "forces_ev_per_angstrom": [[0.0153, -0.0277, -0.0357], [0.0127, 0.0349, -0.0271], [0.1350, -0.1579, 0.1196], [-0.0619, 0.0300, -0.0902], [0.0812, -0.0169, 0.1966], [-0.0235, -0.0109, 0.0088], [-0.0046, -0.0394, 0.0391], [0.0112, -0.0417, 0.1403], [0.0399, 0.1417, -0.0093], [-0.1312, -0.0028, -0.0438], [-0.0749, -0.0896, -0.0145], [-0.0179, -0.0475, -0.0858], [0.0455, 0.1522, 0.0713], [-0.0156, -0.1169, -0.0427], [0.1229, -0.0687, -0.0310], [-0.0525, 0.0342, -0.1274], [0.0457, 0.1241, 0.0411], [-0.0166, 0.1321, -0.0210], [-0.1106, -0.0292, -0.0883]], "lowdin_charge": [-0.08, -0.40, -0.14, -0.09, -0.35, -0.04, -0.12, 0.08, 0.07, 0.08, 0.15, 0.04, 0.14, 0.15, 0.08, 0.09, 0.09, 0.12, 0.12], "gap_ev": 8.96, "lumo_energy_ev": 0.9548, "relative_energy_kcal_mol": 93.4}

---

{"formula": "CH6NPS", "method": "ωB97M-V with the def2-TZVPD basis set", "symbols": ["C", "N", "P", "S", "H", "H", "H", "H", "H", "H"], "positions_angstrom": [[0.55005, -1.09997, -0.55974], [-0.05886, 1.58017, -0.64134], [0.60344, 0.60235, 2.14130], [-0.23586, 0.31778, 0.30333], [0.88845, -1.60765, 0.27903], [-0.31277, -1.46497, -1.09346], [1.28380, -0.66060, -1.07899], [-0.46816, 1.29430, -1.59491], [0.01706, 1.96055, 2.07418], [-2.26715, -0.92196, 0.17059]], "forces_ev_per_angstrom": [[-3.5989, 0.7483, 2.0884], [-1.0910, -0.6803, -1.3806], [-0.3830, 0.8990, 0.1294], [-0.1685, 0.5523, -1.1436], [0.6688, -1.9834, 1.0179], [0.3293, -0.7395, -0.3118], [2.7425, 1.3021, -2.2121], [0.5522, 0.5728, 1.6841], [0.4765, -1.0786, 0.1040], [0.4721, 0.4073, 0.0242]], "lowdin_charge": [-0.26, -0.42, 0.44, 0.27, 0.00, 0.02, 0.00, 0.01, -0.16, 0.08], "gap_ev": [6.44, 7.07], "lumo_energy_ev": [-1.6094, -1.0198], "relative_energy_kcal_mol": 159.0}

---

{"formula": "CH4NS2", "method": "ωB97M-V with the def2-TZVPD basis set", "symbols": ["C", "N", "S", "S", "H", "H", "H", "H"], "positions_angstrom": [[0.42777, -0.21758, 0.51024], [-0.81510, 0.12224, -0.45081], [1.82335, -0.46469, -0.45800], [1.55187, 1.22948, 0.73384], [0.12109, -1.11651, 1.74015], [-0.64276, 0.95261, -1.04112], [-1.76950, 0.20833, -0.00392], [-0.69671, -0.71389, -1.03038]], "forces_ev_per_angstrom": [[-1.2454, -0.3230, 3.4062], [0.2828, -0.9204, 1.3134], [0.8554, -0.3900, -0.3046], [-0.9704, -0.9703, 0.0438], [0.6526, 2.9195, -4.0882], [0.2717, -0.2380, 0.4369], [1.2905, -0.3448, -0.4345], [-1.1370, 0.2671, -0.3731]], "lowdin_charge": [-1.02, 0.10, 0.60, 0.57, 0.29, 0.15, 0.19, 0.13], "gap_ev": 8.73, "lumo_energy_ev": -4.7914, "total_charge": 1, "relative_energy_kcal_mol": 37.2}

---

Number 3 is which compound?
CH4NS2